Record 1
{"formula": "C45H38ClN2O7PSr", "method": "the ωB97M-V functional and the def2-TZVPD basis", "elements": ["Sr", "O", "C", "O", "C", "C", "Cl", "N", "N", "C", "C", "O", "O", "C", "C", "C", "C", "C", "C", "H", "H", "H", "H", "H", "H", "C", "C", "C", "C", "C", "C", "C", "C", "C", "C", "O", "O", "H", "H", "H", "H", "H", "H", "H", "H", "H", "H", "H", "C", "C", "C", "C", "C", "C", "C", "C", "C", "C", "C", "C", "C", "C", "C", "H", "H", "H", "H", "H", "H", "H", "H", "H", "H", "C", "P", "C", "C", "C", "C", "C", "C", "C", "H", "H", "H", "H", "H", "H", "H", "H", "H", "H", "H", "O", "C"], "xyz": [[1.615, -0.889, 0.685], [6.029, -5.273, 0.579], [4.966, -6.011, 0.777], [5.029, -7.216, 0.921], [3.659, -5.304, 0.811], [2.433, -5.922, 0.979], [2.055, -7.572, 1.130], [1.466, -4.971, 0.917], [2.017, -3.756, 0.730], [3.325, -3.932, 0.670], [4.217, -2.724, 0.528], [5.444, -2.931, 0.373], [3.671, -1.608, 0.599], [0.063, -5.114, 1.075], [-0.786, -4.450, 0.200], [-2.153, -4.532, 0.385], [-2.677, -5.258, 1.444], [-1.823, -5.920, 2.315], [-0.454, -5.854, 2.134], [5.789, -4.259, 0.475], [-0.367, -3.866, -0.606], [-2.816, -4.004, -0.288], [-3.747, -5.297, 1.596], [-2.231, -6.470, 3.153], [0.217, -6.347, 2.823], [-4.343, -4.066, 5.394], [-3.371, -3.290, 4.541], [-3.813, -2.386, 3.587], [-2.920, -1.694, 2.774], [-3.422, -0.707, 1.758], [-1.552, -1.903, 2.939], [-1.086, -2.791, 3.914], [0.393, -2.984, 4.110], [-2.004, -3.476, 4.699], [-0.536, -1.237, 2.020], [0.225, -0.368, 2.504], [-0.510, -1.632, 0.831], [-5.372, -3.784, 5.168], [-4.164, -3.884, 6.455], [-4.237, -5.139, 5.219], [-4.879, -2.219, 3.466], [-4.507, -0.744, 1.665], [-2.969, -0.900, 0.786], [-3.136, 0.305, 2.047], [0.868, -3.282, 3.173], [0.598, -3.754, 4.854], [0.845, -2.047, 4.432], [-1.645, -4.180, 5.443], [1.858, 0.886, -0.969], [1.974, 1.787, -1.803], [2.057, 2.870, -2.726], [2.699, 4.080, -2.261], [3.709, 4.021, -1.272], [4.354, 5.161, -0.830], [4.010, 6.418, -1.323], [2.965, 6.508, -2.239], [2.317, 5.373, -2.693], [1.500, 2.710, -4.041], [0.678, 1.591, -4.345], [0.126, 1.415, -5.598], [0.363, 2.322, -6.629], [1.205, 3.400, -6.371], [1.771, 3.587, -5.123], [3.972, 3.050, -0.872], [5.145, 5.077, -0.092], [4.533, 7.309, -0.996], [2.646, 7.482, -2.597], [1.464, 5.474, -3.352], [0.491, 0.876, -3.555], [-0.513, 0.557, -5.785], [-0.076, 2.183, -7.611], [1.435, 4.103, -7.168], [2.468, 4.402, -4.987], [-2.214, 1.966, -0.092], [-0.915, 2.861, -1.080], [-0.152, 3.742, 0.349], [-1.989, 4.180, -1.775], [-1.895, 5.537, -1.471], [-2.674, 6.470, -2.143], [-3.548, 6.067, -3.141], [-3.636, 4.720, -3.472], [-2.858, 3.793, -2.800], [-2.903, 1.450, -0.761], [-2.780, 2.623, 0.576], [-1.665, 1.223, 0.489], [-0.907, 4.199, 0.995], [0.544, 4.498, -0.017], [0.421, 2.995, 0.899], [-1.204, 5.875, -0.709], [-2.601, 7.521, -1.885], [-4.143, 6.801, -3.673], [-4.299, 4.401, -4.267], [-2.895, 2.748, -3.085], [2.971, -0.874, 3.203], [2.785, 0.199, 2.917]], "forces_ev_per_a": [[0.1649, 1.0869, -1.9107], [-0.0397, -0.4274, 0.0702], [0.4997, -0.1718, -0.0544], [-0.1293, 0.0073, 0.0459], [-0.2897, -0.0648, 0.0719], [0.0638, 0.1979, -0.2066], [-0.0265, -0.0401, -0.0138], [0.5566, -0.1894, 0.0534], [-0.1126, 0.2508, 0.0792], [-0.1308, -0.3859, 0.0390], [0.5883, 0.3207, -0.0357], [-0.2703, 0.1977, 0.0354], [2.1598, -1.2662, -0.0865], [-0.5745, 0.0670, 0.0271], [0.2913, -0.1460, -0.0300], [-0.1534, 0.0171, 0.0756], [0.0415, 0.0025, -0.0725], [-0.1304, -0.0314, -0.0274], [0.1989, 0.1182, 0.0063], [0.0814, 0.0920, -0.0487], [-0.0044, 0.0482, 0.0052], [0.0296, 0.0361, -0.0105], [-0.0100, 0.0080, 0.0229], [0.0468, -0.0169, 0.0135], [-0.0049, 0.0234, 0.0292], [0.0577, 0.0385, -0.0593], [-0.0697, -0.0138, 0.0750], [0.0510, -0.0577, 0.0326], [0.0193, 0.0435, 0.0010], [0.0711, -0.0732, -0.0018], [0.1181, -0.1544, -0.0503], [-0.0197, 0.0843, 0.0139], [-0.1104, -0.0401, 0.0452], [0.0146, 0.0175, -0.0335], [-1.5799, -0.1933, 0.8456], [-0.5054, 0.1982, 0.8152], [-1.5320, -0.5874, -0.0700], [-0.0119, -0.0133, 0.0157], [-0.0255, -0.0229, 0.0103], [-0.0335, -0.0094, 0.0277], [0.0018, 0.0055, -0.0242], [-0.0083, -0.0163, 0.0136], [-0.0335, 0.0373, -0.0417], [-0.0348, 0.0303, -0.0461], [0.0989, 0.0388, -0.0129], [-0.0224, -0.0088, -0.0010], [0.0955, -0.0361, -0.0189], [0.0295, -0.0008, 0.0073], [-0.0380, 0.3387, -0.3548], [0.1909, 0.1339, -0.1613], [-0.1469, -0.0531, 0.1013], [-0.1766, -0.2410, -0.1203], [0.0188, 0.1398, 0.0575], [-0.0387, 0.0231, -0.0048], [0.0739, 0.1909, 0.0305], [0.0065, -0.0087, -0.0435], [0.0881, 0.0223, 0.0955], [0.0663, 0.0674, 0.3428], [-0.0308, 0.0174, -0.0763], [-0.0237, 0.0146, 0.0256], [-0.0470, 0.0285, -0.1925], [0.0057, -0.0463, 0.0105], [-0.0572, -0.0363, -0.1412], [-0.0020, -0.0241, -0.0218], [0.0021, -0.0393, 0.0079], [-0.0134, -0.0118, 0.0487], [-0.0134, 0.0027, 0.0106], [0.0582, -0.0031, -0.0645], [-0.0213, -0.0124, 0.0340], [0.0207, -0.0291, 0.0423], [-0.0124, -0.0015, 0.0170], [0.0324, 0.0024, 0.0094], [-0.0413, 0.0392, 0.0379], [0.1754, 0.0948, -0.1815], [-0.1080, 0.0465, 0.1077], [-0.0113, -0.0758, -0.2811], [0.0757, 0.0219, -0.0390], [-0.0806, -0.0274, 0.0246], [-0.0507, 0.0671, -0.0152], [-0.0201, 0.0654, -0.0083], [-0.0379, 0.0177, 0.0087], [-0.0400, 0.0781, 0.0374], [-0.0012, -0.0512, 0.0320], [0.0389, -0.0130, 0.0150], [-0.0893, -0.0524, 0.0354], [0.0367, 0.0112, 0.0264], [0.0981, -0.0116, 0.0272], [0.0273, 0.0417, 0.0061], [-0.0037, -0.0155, 0.0009], [0.0462, -0.0153, -0.0234], [-0.0047, -0.0128, 0.0078], [0.0159, -0.0247, -0.0004], [-0.0008, -0.0229, -0.0451], [0.1534, 0.1021, 0.3412], [0.4626, 0.2617, 0.6121]], "homo_energy_ha": 0.010, "de_lowest_kj_mol": 228.1, "total_charge": -2}


Record 2
{"formula": "C46H37BaBrIN4O2PS2", "method": "the ωB97M-V functional and the def2-TZVPD basis", "elements": ["Ba", "Br", "C", "C", "C", "C", "C", "C", "N", "C", "C", "C", "C", "C", "C", "N", "H", "H", "H", "H", "H", "H", "H", "H", "H", "S", "C", "C", "C", "C", "N", "C", "C", "C", "S", "C", "N", "H", "H", "I", "C", "C", "C", "C", "C", "C", "C", "C", "C", "P", "C", "C", "C", "C", "C", "C", "C", "C", "C", "C", "C", "C", "C", "H", "H", "H", "H", "H", "H", "H", "H", "H", "H", "H", "H", "H", "H", "H", "H", "C", "O", "C", "C", "O", "C", "H", "H", "H", "H", "H", "H", "H", "H", "H", "H"], "xyz": [[0.605, 0.530, 0.469], [2.068, 5.873, -4.950], [2.378, 4.539, -3.642], [1.351, 3.688, -3.276], [1.586, 2.718, -2.323], [2.836, 2.587, -1.714], [3.862, 3.446, -2.122], [3.639, 4.418, -3.076], [2.980, 1.567, -0.767], [4.005, 1.455, -0.019], [4.184, 0.308, 0.866], [5.409, 0.102, 1.500], [5.601, -1.040, 2.255], [4.556, -1.943, 2.381], [3.356, -1.639, 1.760], [3.165, -0.552, 1.022], [0.374, 3.793, -3.727], [0.788, 2.045, -2.034], [4.857, 3.353, -1.705], [4.437, 5.080, -3.382], [4.812, 2.189, 0.003], [6.202, 0.829, 1.387], [6.550, -1.227, 2.741], [4.667, -2.852, 2.957], [2.501, -2.294, 1.856], [0.645, 3.510, 0.604], [-0.610, 3.997, 1.710], [-0.555, 5.318, 2.174], [-1.504, 5.851, 3.031], [-1.400, 7.209, 3.456], [-1.298, 8.306, 3.786], [-2.562, 5.032, 3.468], [-2.623, 3.721, 3.025], [-1.678, 3.173, 2.147], [-1.949, 1.517, 1.669], [-3.561, 5.539, 4.351], [-4.374, 5.933, 5.064], [0.260, 5.943, 1.837], [-3.434, 3.088, 3.357], [-3.634, -2.072, 0.292], [-4.114, -3.424, 1.855], [-5.464, -3.443, 2.089], [-6.049, -4.376, 2.956], [-5.267, -5.325, 3.531], [-3.869, -5.333, 3.325], [-3.128, -6.366, 3.937], [-1.776, -6.429, 3.806], [-1.120, -5.412, 3.105], [-1.781, -4.371, 2.496], [-0.665, -3.038, 1.822], [0.429, -4.076, 0.755], [1.646, -4.683, 1.056], [2.314, -5.443, 0.105], [1.777, -5.616, -1.160], [0.566, -5.015, -1.478], [-0.091, -4.244, -0.534], [0.225, -2.494, 3.348], [-0.174, -1.199, 3.706], [0.386, -0.546, 4.795], [1.357, -1.183, 5.552], [1.757, -2.469, 5.215], [1.200, -3.120, 4.125], [-3.220, -4.331, 2.521], [-6.099, -2.741, 1.568], [-7.117, -4.351, 3.128], [-5.696, -6.096, 4.159], [-3.668, -7.109, 4.511], [-1.208, -7.233, 4.254], [-0.043, -5.458, 3.050], [2.093, -4.576, 2.036], [3.256, -5.913, 0.361], [2.300, -6.212, -1.897], [0.135, -5.148, -2.463], [-1.035, -3.773, -0.786], [-0.945, -0.696, 3.128], [0.073, 0.461, 5.039], [1.797, -0.685, 6.406], [2.513, -2.969, 5.809], [1.538, -4.125, 3.910], [2.177, -1.628, -2.631], [1.347, -0.481, -2.680], [0.271, -0.573, -3.591], [-0.921, -1.321, -3.009], [-1.491, -0.660, -1.898], [-2.443, 0.342, -2.236], [2.569, -1.864, -3.626], [1.654, -2.506, -2.238], [3.005, -1.385, -1.967], [0.589, -1.069, -4.516], [-0.009, 0.455, -3.829], [-0.593, -2.298, -2.645], [-1.669, -1.471, -3.796], [-3.239, -0.081, -2.859], [-1.984, 1.182, -2.767], [-2.867, 0.700, -1.300]], "forces_ev_per_a": [[-0.6802, -0.3081, -0.4154], [0.0218, -0.0846, 0.0796], [0.0202, 0.0141, -0.0460], [-0.0673, 0.1045, -0.0891], [0.1909, -0.2539, 0.1882], [0.0104, 0.6168, -0.5980], [-0.0195, -0.2040, 0.2023], [-0.0553, 0.0907, -0.0593], [0.2897, -0.4802, 0.4181], [-0.2318, 0.5568, -0.4364], [0.2209, -0.5555, 0.5560], [-0.0975, 0.2385, -0.2350], [-0.1317, -0.2115, 0.1055], [0.2048, 0.1427, 0.0019], [-0.1019, -0.0230, 0.0044], [0.1535, 0.0615, -0.0502], [-0.0065, -0.0032, 0.0270], [0.0518, 0.1174, -0.1119], [0.0044, 0.0137, -0.0057], [0.0031, -0.0103, 0.0034], [0.0304, -0.0026, -0.0969], [-0.0060, 0.0043, -0.0321], [0.0111, 0.0257, -0.0070], [-0.0590, -0.0017, 0.0076], [0.0431, -0.0263, 0.0403], [0.1866, -0.2976, -0.0728], [-0.2508, 0.0914, 0.2277], [-0.0588, 0.0094, 0.0078], [-0.1405, -0.3919, -0.0375], [0.0691, 0.3278, 0.0790], [-0.0026, -0.0645, -0.0133], [0.3379, 0.0154, -0.2139], [0.0389, 0.0534, -0.0469], [-0.0658, 0.3699, 0.1814], [0.1017, -0.3708, -0.1638], [-0.2626, 0.0752, 0.2248], [0.0466, -0.0311, -0.0410], [-0.0022, 0.0110, -0.0018], [-0.0223, 0.0184, 0.0102], [0.2270, -0.2437, 0.2611], [0.0932, 0.1529, -0.2005], [0.0985, 0.0593, -0.0430], [-0.1275, -0.1111, 0.1172], [-0.0677, 0.0390, -0.0283], [0.0819, 0.1853, -0.1423], [0.0882, -0.0217, 0.0222], [-0.0515, -0.1576, 0.1092], [-0.0886, 0.1006, -0.1374], [0.0171, 0.1087, -0.1447], [-0.0549, -0.0932, 0.0169], [-0.0959, 0.1107, 0.1280], [0.0024, 0.0167, 0.0467], [0.0625, -0.0058, -0.0088], [0.0325, -0.0104, -0.0566], [-0.0097, 0.0044, 0.0199], [0.0187, -0.0517, 0.0281], [-0.0570, 0.1511, -0.2812], [0.0618, -0.1025, -0.0546], [0.0881, 0.0367, 0.0727], [-0.0073, 0.0380, -0.0103], [0.0454, -0.0072, 0.0055], [-0.0067, -0.1287, 0.0580], [-0.1371, -0.1018, 0.1699], [0.0049, -0.0004, 0.0216], [0.0003, -0.0061, -0.0166], [-0.0004, 0.0117, 0.0165], [0.0058, -0.0032, 0.0005], [0.0006, 0.0152, 0.0098], [0.1108, 0.0361, -0.0240], [-0.0404, -0.0010, -0.0212], [0.0001, 0.0194, -0.0026], [-0.0088, -0.0110, 0.0153], [-0.0006, 0.0070, 0.0056], [-0.0512, 0.0231, -0.0004], [-0.0079, 0.0950, 0.0143], [-0.0699, -0.0164, -0.0057], [0.0104, 0.0104, -0.0147], [-0.0160, -0.0182, -0.0068], [-0.0782, -0.0280, -0.0189], [0.0101, 0.0067, 0.0154], [-0.0176, 0.1177, 0.3180], [-0.1867, -0.0757, 0.0542], [0.1770, 0.0466, -0.0666], [0.2118, 0.1394, 0.2425], [-0.0521, -0.0103, 0.0158], [0.0007, 0.0097, 0.0122], [-0.0078, 0.0006, 0.0024], [-0.0001, -0.0211, -0.0089], [0.0350, 0.0437, -0.0157], [-0.0012, -0.0189, -0.0610], [-0.0583, -0.0194, -0.0614], [-0.0367, -0.0459, 0.0323], [0.0287, -0.0178, -0.0149], [-0.0073, 0.0079, 0.0191], [0.0567, 0.0975, 0.0053]], "homo_energy_ha": -0.235, "de_lowest_kj_mol": 128.1, "total_charge": 0}


Record 3
{"formula": "C7H10", "method": "the ωB97M-V functional and the def2-TZVPD basis", "elements": ["C", "C", "C", "C", "C", "C", "C", "H", "H", "H", "H", "H", "H", "H", "H", "H", "H"], "xyz": [[-1.449, -0.587, 0.885], [-1.841, 0.244, -0.308], [-0.395, 0.064, 0.053], [0.564, 1.113, 0.633], [1.903, 0.665, 0.096], [1.809, -0.391, -0.711], [0.399, -0.915, -0.819], [-1.455, -1.673, 0.804], [-1.656, -0.166, 1.865], [-2.357, 1.186, -0.134], [-2.164, -0.272, -1.210], [0.337, 2.139, 0.309], [0.548, 1.122, 1.733], [2.830, 1.174, 0.353], [2.641, -0.813, -1.268], [0.042, -0.952, -1.857], [0.243, -1.939, -0.423]], "forces_ev_per_a": [[-0.0430, -0.1226, 0.2224], [-0.0964, 0.1102, -0.1510], [0.0524, -0.1005, 0.0000], [-0.0821, -0.0012, -0.0179], [-0.0206, -0.1312, -0.1303], [0.0463, 0.0391, 0.1245], [0.0073, -0.0500, -0.0475], [-0.3626, 0.2434, 0.1887], [-0.0062, -0.1471, -0.1046], [0.2223, -0.1260, 0.0676], [-0.0095, 0.0934, 0.1666], [-0.0061, -0.1628, -0.0079], [-0.0372, -0.0224, -0.2047], [-0.1797, -0.0595, -0.1678], [-0.0694, -0.0606, 0.1990], [0.0871, 0.1570, 0.0916], [0.4972, 0.3409, -0.2287]], "homo_energy_ha": -0.331, "de_lowest_kj_mol": 125.1, "total_charge": 0}


Number 3 is which compound? C7H10